Entry 1:
75
Properties=species:S:1:pos:R:3 method="wB97M-V/def2-TZVPD" e_homo_ev=-8.06 total_energy_ha=-1348.2200 largest_force_ha_per_bohr=0.11371 homo_lumo_gap_ev=7.04
C 3.186 -4.198 2.603
C 4.419 -3.474 1.895
O 5.565 -3.668 2.401
O 4.358 -2.670 0.719
C 3.721 -1.367 1.004
C 2.186 -1.518 0.551
C 1.264 -0.233 0.871
C -0.195 -0.818 1.289
C -1.034 -0.275 2.508
C -2.400 -0.933 2.828
C -3.018 -2.139 2.015
N -4.278 -2.657 2.477
C -4.659 -3.755 1.652
C -3.880 -4.291 0.417
N -2.640 -3.751 -0.028
C -2.209 -2.657 0.802
C -0.840 -1.982 0.475
H 2.439 -3.420 3.030
H 2.556 -4.856 1.891
H 3.478 -4.862 3.492
H 4.250 -0.589 0.331
H 3.870 -1.079 2.099
H 1.752 -2.390 1.170
H 2.056 -1.799 -0.555
H 1.642 0.421 1.730
H 1.172 0.450 -0.047
H -0.597 0.596 3.125
H -2.987 -0.512 3.707
H -5.640 -4.295 1.929
H -4.299 -5.194 -0.156
H -0.218 -2.380 -0.405
C -4.643 1.201 0.865
C -4.755 2.605 1.450
N -6.042 3.243 1.190
C -6.042 4.677 1.470
C -5.819 5.118 2.915
C -7.225 2.517 1.638
C -7.314 2.144 3.117
H -4.879 1.199 -0.203
H -3.622 0.830 0.984
H -5.307 0.495 1.371
H -3.964 3.205 0.985
H -4.528 2.564 2.522
H -6.980 5.115 1.109
H -5.265 5.142 0.852
H -6.696 4.929 3.536
H -5.638 6.197 2.944
H -4.954 4.632 3.370
H -7.299 1.593 1.054
H -8.124 3.080 1.361
H -6.389 1.704 3.495
H -8.107 1.404 3.260
H -7.569 3.005 3.737
C 5.090 2.624 -4.175
C 5.898 1.441 -3.651
N 5.090 0.254 -3.392
C 5.790 -0.762 -2.609
C 7.021 -1.416 -3.233
C 4.305 -0.251 -4.514
C 5.049 -0.610 -5.799
H 4.250 2.852 -3.513
H 5.725 3.512 -4.228
H 4.703 2.440 -5.180
H 6.359 1.764 -2.710
H 6.719 1.234 -4.347
H 5.082 -1.549 -2.323
H 6.095 -0.306 -1.660
H 6.750 -2.116 -4.024
H 7.556 -1.991 -2.471
H 7.722 -0.682 -3.637
H 3.547 0.500 -4.764
H 3.722 -1.120 -4.189
H 5.759 0.163 -6.103
H 4.331 -0.729 -6.616
H 5.583 -1.556 -5.707


Entry 2:
65
Properties=species:S:1:pos:R:3 method="wB97M-V/def2-TZVPD" e_homo_ev=-6.81 total_energy_ha=-1575.5014 de_lowest_kj_mol=266.6 largest_force_ha_per_bohr=0.23030 charge=-1 homo_lumo_gap_ev=9.22
B 0.033 0.113 0.181
F 1.204 0.810 -0.302
F 0.146 -0.157 1.481
F -1.045 0.787 -0.154
F 0.004 -1.085 -0.496
C -3.152 -1.284 -2.112
C -4.643 -1.254 -2.057
N -5.868 -1.187 -2.028
H -2.981 -0.521 -2.883
H -2.767 -1.181 -1.188
H -2.747 -2.167 -2.715
C 0.656 -2.720 -3.337
C 1.834 -2.438 -4.228
N 2.696 -2.221 -4.935
H 1.029 -2.810 -2.311
H -0.365 -2.063 -3.413
H -0.061 -3.675 -3.634
C -0.876 -3.105 2.449
C -2.104 -3.360 3.313
N -3.028 -3.491 3.936
H -0.349 -2.156 2.748
H -0.134 -3.800 2.538
H -1.326 -3.013 1.373
C -2.983 0.294 3.261
C -3.713 1.352 3.949
N -4.213 2.329 4.455
H -2.096 0.831 2.881
H -2.370 -0.446 3.874
H -3.922 -0.166 2.661
C 4.467 3.559 2.007
C 3.175 3.008 1.334
O 3.318 1.978 0.360
H 4.779 2.594 2.651
H 4.344 4.498 2.577
H 5.059 3.657 1.037
H 2.570 3.553 0.883
H 2.276 2.743 1.980
H 2.382 1.437 0.276
C 2.483 1.505 -4.750
C 2.181 1.340 -3.213
O 0.804 1.063 -3.138
H 3.587 1.431 -4.817
H 2.217 2.479 -5.304
H 1.957 0.661 -5.294
H 2.195 2.109 -2.456
H 2.743 0.596 -2.785
H 0.553 0.967 -2.227
C -3.665 3.381 0.849
C -4.174 2.420 -0.229
O -3.714 1.114 0.255
H -2.563 3.336 0.888
H -4.064 2.935 1.678
H -4.088 4.398 0.569
H -3.703 2.656 -0.953
H -5.298 2.436 -0.409
H -2.760 1.037 0.270
C 3.552 -3.416 2.021
C 2.662 -2.330 1.602
O 1.933 -2.700 0.538
H 4.292 -3.262 2.659
H 3.876 -3.836 1.188
H 3.266 -4.359 2.472
H 3.160 -1.319 1.573
H 1.957 -2.087 2.357
H 1.383 -1.800 0.246


Entry 3:
13
Properties=species:S:1:pos:R:3 method="wB97M-V/def2-TZVPD" e_homo_ev="-18.46 / -18.52" total_energy_ha=-1249.6214 de_lowest_kj_mol=112.7 largest_force_ha_per_bohr=0.09591 charge=+2 spin_multiplicity=4 homo_lumo_gap_ev="8.01 / 8.54" s2=3.779
H -0.701 -0.454 1.369
O -1.065 -2.506 0.201
C -0.239 -1.529 0.340
C -0.746 -0.214 0.083
C -0.198 1.198 0.028
C 1.262 1.452 -0.038
O 2.109 0.586 -0.241
V 1.661 -1.186 -0.887
H -0.871 -3.055 -0.573
H -1.624 -0.283 -0.577
H -0.553 1.748 0.914
H -0.636 1.767 -0.812
H 1.602 2.475 0.193


Entry 4:
42
Properties=species:S:1:pos:R:3 method="wB97M-V/def2-TZVPD" e_homo_ev=-8.47 total_energy_ha=-3843.8104 largest_force_ha_per_bohr=0.06189 homo_lumo_gap_ev=7.52
N 2.267 -2.999 2.055
C 1.460 -2.185 1.822
C 0.540 -1.206 1.318
C 0.553 -0.801 0.018
N 1.374 -1.404 -0.974
C 2.247 -0.711 -1.801
O 2.110 0.485 -2.016
C 3.445 -1.421 -2.317
C 3.758 -2.728 -2.033
C 4.969 -3.044 -2.757
C 5.344 -1.913 -3.455
Br 6.894 -1.719 -4.556
O 4.411 -0.923 -3.186
N -0.450 0.186 -0.121
C -0.967 0.637 -1.336
C -1.094 -0.197 -2.466
C -1.577 0.294 -3.690
C -1.962 1.649 -3.764
C -1.898 2.473 -2.648
C -1.382 1.991 -1.434
C -0.981 0.522 1.124
N -1.881 1.437 1.510
C -2.206 1.416 2.826
C -3.167 2.280 3.314
C -3.562 2.233 4.650
C -2.958 1.377 5.580
C -2.001 0.489 5.073
C -1.607 0.475 3.731
N -0.647 -0.388 3.360
C -0.381 -0.356 2.047
H 1.704 -2.304 -0.617
H 3.239 -3.393 -1.344
H 5.524 -3.977 -2.812
H -0.901 -1.253 -2.399
H -1.698 -0.333 -4.544
H -2.270 2.057 -4.752
H -2.145 3.507 -2.765
H -1.343 2.668 -0.597
H -3.684 2.933 2.610
H -4.395 2.883 4.978
H -3.209 1.411 6.615
H -1.474 -0.145 5.753


Entry 5:
90
Properties=species:S:1:pos:R:3 method="wB97M-V/def2-TZVPD" e_homo_ev=-8.23 total_energy_ha=-5796.1787 de_lowest_kj_mol=0.0 largest_force_ha_per_bohr=0.17789 homo_lumo_gap_ev=4.83
Li -33.689 -4.392 4.101
Li -31.591 -5.369 4.035
Li -32.954 0.321 4.164
N -31.573 1.250 5.186
S -30.008 0.861 5.726
O -29.642 1.178 7.075
O -28.955 0.629 4.750
F -30.314 -0.711 5.992
S -31.168 2.689 4.568
O -30.428 2.554 3.319
O -30.885 3.729 5.512
F -32.649 3.139 4.125
N -32.290 -3.911 2.878
S -31.477 -2.401 2.899
O -32.296 -1.223 3.090
O -30.202 -2.319 2.234
F -30.865 -2.530 4.385
S -32.628 -3.808 1.341
O -31.608 -4.220 0.409
O -33.480 -2.735 0.930
F -33.535 -5.135 1.347
N -34.508 -7.469 -3.453
S -33.590 -7.340 -2.031
O -32.388 -8.115 -1.998
O -34.148 -6.840 -0.790
F -32.924 -5.985 -2.607
S -35.238 -8.779 -2.988
O -36.310 -8.676 -2.008
O -34.361 -9.943 -2.981
F -36.032 -9.029 -4.340
C -28.715 -4.991 1.615
O -28.770 -6.417 1.396
C -29.737 -7.125 1.940
O -30.622 -6.807 2.707
O -29.423 -8.391 1.690
C -30.108 -9.469 2.286
H -27.820 -4.657 2.140
H -29.625 -4.635 2.078
H -28.584 -4.674 0.579
H -29.740 -10.417 1.913
H -31.151 -9.358 1.967
H -30.121 -9.460 3.378
C -31.667 2.164 0.103
O -32.215 1.339 1.108
C -33.492 1.303 1.397
O -33.880 0.979 2.485
O -34.263 1.569 0.351
C -35.675 1.490 0.499
H -32.295 2.133 -0.787
H -30.607 1.977 -0.037
H -31.662 3.236 0.336
H -36.081 0.484 0.446
H -36.161 2.102 -0.255
H -35.898 1.895 1.489
C -35.778 -2.480 -1.064
O -36.932 -2.792 -1.805
C -36.812 -3.659 -2.858
O -35.814 -4.204 -3.173
O -38.014 -3.849 -3.387
C -39.208 -3.396 -2.782
H -35.109 -3.338 -0.963
H -36.029 -2.188 -0.045
H -35.241 -1.678 -1.574
H -39.235 -2.307 -2.830
H -39.411 -3.780 -1.783
H -40.042 -3.737 -3.396
C -29.443 -7.470 5.816
O -28.352 -6.567 5.821
C -28.569 -5.332 5.364
O -29.627 -4.927 4.899
O -27.485 -4.653 5.460
C -27.554 -3.200 5.456
H -29.134 -8.425 6.239
H -29.668 -7.685 4.772
H -30.324 -7.187 6.393
H -26.732 -2.814 6.048
H -28.413 -2.985 6.098
H -27.730 -2.736 4.492
C -36.578 -6.480 1.297
O -37.211 -6.108 2.507
C -36.759 -5.164 3.305
O -35.600 -4.795 3.259
O -37.759 -4.746 4.038
C -37.500 -3.730 5.028
H -35.513 -6.658 1.433
H -36.861 -5.950 0.386
H -37.003 -7.451 1.023
H -37.575 -4.243 5.989
H -38.365 -3.074 4.999
H -36.548 -3.209 5.011


Entry 6:
64
Properties=species:S:1:pos:R:3 method="wB97M-V/def2-TZVPD" e_homo_ev=-8.68 total_energy_ha=-1796.8227 de_lowest_kj_mol=1.9 largest_force_ha_per_bohr=0.01911 homo_lumo_gap_ev=9.32
C 2.504 1.496 2.095
C 2.477 2.795 1.305
O 3.557 2.839 0.365
C 3.301 2.583 -0.913
O 2.199 2.379 -1.358
C 4.585 2.606 -1.728
C 4.303 2.420 -3.224
C 4.349 0.932 -3.599
N 3.853 0.167 -2.475
C 3.325 -1.144 -2.773
C 2.336 -1.575 -1.688
O 2.261 -2.714 -1.285
N 1.559 -0.535 -1.284
C 0.593 -0.506 -0.285
C 0.371 -1.577 0.582
C -0.572 -1.459 1.588
C -1.291 -0.288 1.726
S -2.556 -0.166 2.985
O -2.802 1.221 3.256
O -2.219 -1.033 4.075
N -3.928 -0.780 2.268
C -3.908 -2.199 2.002
C -5.332 -2.689 1.756
C -5.966 -1.920 0.595
C -7.402 -2.373 0.352
C -5.905 -0.423 0.910
C -4.465 0.004 1.183
C -1.095 0.773 0.861
C -0.155 0.668 -0.143
C 4.821 0.129 -1.391
C 5.509 1.489 -1.230
H 1.681 1.485 2.803
H 3.442 1.402 2.636
H 2.395 0.643 1.429
H 1.531 2.899 0.766
H 2.624 3.654 1.964
H 5.059 3.573 -1.543
H 3.311 2.818 -3.439
H 5.032 2.972 -3.816
H 5.374 0.635 -3.876
H 3.709 0.753 -4.465
H 4.100 -1.923 -2.861
H 2.773 -1.104 -3.717
H 1.777 0.365 -1.708
H 0.941 -2.483 0.466
H -0.741 -2.261 2.288
H -3.472 -2.678 2.878
H -3.282 -2.422 1.121
H -5.922 -2.529 2.659
H -5.314 -3.759 1.539
H -5.378 -2.109 -0.311
H -7.839 -1.828 -0.481
H -8.011 -2.196 1.235
H -7.432 -3.436 0.122
H -6.507 -0.217 1.796
H -6.303 0.158 0.077
H -4.416 1.048 1.494
H -3.860 -0.127 0.269
H -1.670 1.674 1.005
H 0.027 1.490 -0.818
H 5.583 -0.652 -1.563
H 4.283 -0.136 -0.475
H 5.769 1.653 -0.185
H 6.429 1.521 -1.816